{
  "formula": "C4H6N2O2",
  "method": "ωB97M-V/def2-TZVPD",
  "molar_mass_g_mol": 114.10,
  "e_lumo_ev": 0.2,
  "spin_multiplicity": 1,
  "e_homo_ev": -9.411,
  "elements": ["C", "C", "C", "C", "H", "H", "H", "H", "H", "H", "N", "N", "O", "O"],
  "positions_angstrom": [[1.17289, 0.04568, -0.10752], [-1.67758, -0.76831, -0.04393], [-1.16547, 0.52601, 0.52120], [0.00824, 0.74077, -0.39718], [1.55935, -2.05898, 0.93999], [-1.99323, -1.45661, 0.71389], [-2.22904, -0.67402, -0.99406], [-1.04638, 0.49448, 1.73576], [-1.40090, 2.27784, -0.67513], [-0.29130, 0.33745, -1.30700], [0.78363, -1.16893, 0.28843], [-0.74590, 2.00216, 0.09356], [2.30608, 0.53777, -0.00477], [-0.41747, -1.53998, -0.36059]],
  "atomic_forces_ev_per_a": [[6.1, 1.8, 2.9], [0.9, 0.2, 0.7], [1.5, 1.2, 3.1], [-4.3, 4.0, 1.0], [-3.4, 3.7, -3.1], [-1.7, 0.2, 0.3], [0.2, -0.5, 0.5], [0.2, 0.0, -3.3], [1.0, -0.1, 0.5], [-0.9, 0.2, -2.2], [1.7, -4.5, 2.1], [-0.8, -3.3, -1.6], [-1.3, -1.3, -0.2], [0.6, -1.6, -0.6]],
  "mulliken_charge": [0.260, -0.482, -0.022, 0.069, 0.397, 0.308, 0.249, 0.238, 0.295, 0.390, -0.227, -0.516, -0.640, -0.317]
}